{"formula": "C5H14N2", "method": "ωB97M-V with the def2-TZVPD basis set", "de_lowest_ev": 1.090, "molar_mass_g_mol": 102.18, "e_tot_ev": -8391.5294, "e_lumo_ev": 1.080, "homo_energy_ev": -9.018, "gap_ev": 10.10, "symbols": ["C", "C", "C", "C", "N", "C", "N", "H", "H", "H", "H", "H", "H", "H", "H", "H", "H", "H", "H", "H", "H"], "coordinates": [[-0.9658, 1.6666, 1.5164], [-0.3933, 0.3121, 2.0216], [-0.7342, -0.9409, 1.1695], [0.0268, -1.0658, -0.1836], [0.1898, 0.2249, -0.8560], [0.6680, 0.0360, -2.2442], [1.9893, -0.5423, -2.3951], [-1.6665, 1.4967, 0.6969], [-0.1886, 2.2540, 1.0323], [-1.4708, 2.0951, 2.3749], [-0.8041, 0.1575, 3.0177], [0.6934, 0.3370, 2.1225], [-0.5033, -1.8078, 1.7839], [-1.8199, -0.9000, 1.0313], [-0.6593, -1.6709, -0.7970], [1.0013, -1.4619, 0.0597], [-0.6413, 0.7722, -1.0285], [-0.0802, -0.5052, -2.8450], [0.7574, 1.0746, -2.6014], [2.0531, -1.5208, -2.1474], [2.5484, -0.0111, -1.7285]]}

***

{"formula": "C6H15BBrO8PS", "method": "ωB97M-V with the def2-TZVPD basis set", "molar_mass_g_mol": 368.94, "e_tot_ev": -113690.3294, "e_lumo_ev": -1.024, "homo_energy_ev": -9.976, "gap_ev": 8.95, "symbols": ["C", "C", "B", "O", "O", "P", "O", "O", "Br", "O", "C", "S", "O", "O", "H", "H", "H", "H", "H", "H", "H", "H", "H", "C", "C", "O", "C", "H", "H", "H", "H", "H", "H"], "coordinates": [[3.3769, 0.5375, 2.0390], [3.4621, 1.1496, 0.6180], [2.7211, 2.5253, 0.4429], [2.6705, 3.0954, -0.7823], [2.1325, 3.2253, 1.5264], [0.5651, 3.3289, 1.3436], [0.1314, 4.5390, 0.7250], [-0.0389, 3.2757, 2.8189], [0.4142, 1.7960, 3.8134], [0.2160, 2.0073, 0.4909], [-1.0755, 1.4892, 0.6107], [-0.8317, -0.3295, 0.6449], [0.0248, -0.6141, 1.7509], [-0.1307, -0.6175, -0.5726], [4.3533, 0.1643, 2.3208], [2.6851, -0.2914, 2.0225], [3.0811, 1.2693, 2.7756], [4.5012, 1.2645, 0.3243], [3.0418, 0.4145, -0.0654], [2.7622, 2.3573, -1.4099], [-1.6451, 1.8468, 1.4638], [-1.6783, 1.6782, -0.2714], [-2.0268, -0.9789, 0.7193], [-1.6624, -3.1790, -1.8788], [-3.0667, -2.7429, -2.2063], [-3.4499, -1.6232, -1.9473], [-3.9746, -3.7534, -2.8622], [-1.1394, -2.3443, -1.4186], [-1.6892, -4.0196, -1.1820], [-1.1323, -3.4726, -2.7857], [-4.0948, -4.6224, -2.2138], [-3.5529, -4.0695, -3.8172], [-4.9498, -3.3055, -3.0376]]}

***

{"formula": "C43H77MgN10O", "method": "ωB97M-V with the def2-TZVPD basis set", "de_lowest_ev": 10.378, "molar_mass_g_mol": 774.46, "e_tot_ev": -68215.7393, "e_lumo_ev": -8.312, "total_charge": 1, "homo_energy_ev": -11.246, "gap_ev": 2.93, "symbols": ["Mg", "C", "C", "C", "O", "H", "H", "H", "H", "H", "H", "H", "C", "C", "C", "C", "N", "H", "H", "H", "H", "H", "H", "H", "C", "C", "C", "C", "N", "H", "H", "H", "H", "H", "H", "H", "C", "C", "C", "C", "N", "H", "H", "H", "H", "H", "H", "H", "C", "C", "C", "C", "N", "H", "H", "H", "H", "H", "H", "H", "C", "C", "C", "C", "N", "H", "H", "H", "H", "H", "H", "H", "C", "C", "C", "C", "N", "H", "H", "H", "H", "H", "H", "H", "C", "C", "C", "C", "N", "H", "H", "H", "H", "H", "H", "H", "C", "C", "C", "C", "N", "H", "H", "H", "H", "H", "H", "H", "C", "C", "C", "C", "N", "H", "H", "H", "H", "H", "H", "H", "C", "C", "C", "C", "N", "H", "H", "H", "H", "H", "H", "H"], "coordinates": [[-4.9069, 3.8509, -0.8313], [0.8740, 0.3998, 0.7972], [-0.1018, 0.3526, -0.4374], [-0.3645, -1.0676, -0.8804], [-1.2270, 1.1633, -0.1867], [1.7336, -0.2676, 0.7361], [0.3032, -0.0074, 1.6318], [1.2823, 1.3516, 1.1369], [0.4365, 0.8610, -1.2373], [-1.0253, -1.0962, -1.7468], [-0.7362, -1.7318, -0.1001], [0.5716, -1.5706, -1.1228], [0.2697, 7.6813, 4.4832], [-0.8895, 8.4911, 5.3439], [-2.2588, 8.9153, 4.6473], [-2.6998, 8.0211, 3.5161], [-3.0041, 7.3058, 2.6559], [1.0294, 7.1752, 5.0789], [0.8629, 8.3381, 3.8470], [-0.1014, 6.8745, 3.8512], [-0.4530, 9.3504, 5.8528], [-1.2216, 7.7715, 6.0923], [-2.1283, 9.8687, 4.1353], [-3.0910, 8.9588, 5.3498], [-2.4355, 1.8395, 8.8984], [-3.2082, 1.3929, 7.6489], [-4.6560, 1.7554, 7.6819], [-5.0396, 3.1794, 7.5844], [-5.3329, 4.2675, 7.5364], [-2.5328, 2.9247, 8.9314], [-1.3664, 1.6287, 8.8722], [-2.8091, 1.3872, 9.8171], [-3.2143, 0.3066, 7.5589], [-2.7539, 1.8222, 6.7559], [-5.0604, 1.3308, 8.6007], [-5.2287, 1.2686, 6.8925], [0.7188, -5.9372, 6.9711], [0.5311, -6.0240, 5.4411], [1.8136, -6.1100, 4.5911], [2.6490, -7.3104, 4.7108], [3.3202, -8.2427, 4.8105], [-0.1471, -5.5984, 7.5399], [1.5938, -5.3297, 7.2024], [1.0207, -6.8961, 7.3925], [0.1344, -5.0862, 5.0524], [-0.1688, -6.8044, 5.1423], [2.5191, -5.2929, 4.7417], [1.4381, -6.0559, 3.5693], [5.3173, 0.9180, 7.7613], [4.8405, 0.8951, 6.3102], [5.9291, 1.4930, 5.3852], [6.2330, 2.9406, 5.5069], [6.4360, 4.0898, 5.5977], [6.3766, 0.6799, 7.8584], [4.7461, 0.2642, 8.4203], [5.2484, 1.9302, 8.1600], [3.9318, 1.4858, 6.1950], [4.5882, -0.1305, 6.0410], [5.5914, 1.4410, 4.3501], [6.8924, 0.9912, 5.4774], [-5.8024, -4.4270, 3.5856], [-5.8116, -3.6727, 2.2415], [-5.7686, -4.6252, 1.0326], [-4.6897, -5.6108, 0.9871], [-3.8006, -6.3774, 1.0107], [-6.7296, -4.9786, 3.7409], [-5.5788, -3.7685, 4.4249], [-4.9647, -5.1240, 3.6096], [-4.9984, -2.9469, 2.2427], [-6.6063, -2.9280, 2.1951], [-5.9140, -4.0946, 0.0916], [-6.6032, -5.3161, 1.1515], [0.2886, 2.5326, -8.3502], [0.9149, 3.5712, -9.2620], [-0.0233, 4.4278, -10.0696], [-1.0018, 3.6874, -10.8794], [-1.8095, 3.1329, -11.5156], [-0.2998, 1.8508, -8.9643], [-0.3920, 3.0703, -7.6900], [0.9426, 1.9056, -7.7442], [1.6548, 3.0427, -9.8632], [1.4957, 4.2713, -8.6616], [0.5447, 5.0822, -10.7308], [-0.5593, 5.0851, -9.3850], [4.2958, 6.3162, -1.2253], [3.2586, 6.3889, -2.3988], [1.8618, 6.7329, -2.0158], [1.8348, 8.0978, -1.4821], [1.8559, 9.1865, -1.0249], [4.4375, 7.3069, -0.7935], [5.2622, 5.9682, -1.5900], [4.0202, 5.5546, -0.4958], [3.2931, 5.4524, -2.9554], [3.5643, 7.1051, -3.1615], [1.5273, 6.2044, -1.1231], [1.1933, 6.6235, -2.8698], [-5.1745, -1.6508, -7.3672], [-6.1177, -2.6321, -6.6970], [-7.2524, -1.8699, -6.0091], [-6.7855, -0.9650, -4.9416], [-6.4492, -0.2038, -4.1263], [-4.5132, -2.1750, -8.0571], [-4.5449, -1.3366, -6.5348], [-5.6545, -0.8493, -7.9288], [-5.5829, -3.2765, -5.9992], [-6.5336, -3.3193, -7.4337], [-8.0085, -2.5547, -5.6250], [-7.7291, -1.2163, -6.7396], [-1.1821, -7.3536, -6.5284], [-0.2093, -6.7438, -5.6074], [1.1207, -6.4795, -6.2626], [1.1302, -5.3283, -7.1681], [1.1771, -4.4157, -7.8653], [-1.3661, -6.6868, -7.3708], [-2.0689, -7.7362, -6.0232], [-0.7388, -8.2863, -6.8773], [-0.0350, -7.3766, -4.7371], [-0.6091, -5.8332, -5.1614], [1.5806, -7.3419, -6.7451], [1.8186, -6.0948, -5.5189], [6.0920, -1.7674, -3.3677], [7.2998, -2.1829, -2.4972], [7.5717, -3.6875, -2.5402], [6.4107, -4.4367, -2.0161], [5.5007, -5.0119, -1.5969], [5.2989, -2.4841, -3.1542], [6.2129, -1.7766, -4.4509], [5.7732, -0.8067, -2.9633], [7.1552, -1.7562, -1.5047], [8.1652, -1.6297, -2.8623], [8.3925, -3.9077, -1.8577], [7.8938, -3.9577, -3.5459]]}

***

{"formula": "C3H23NO9S", "method": "ωB97M-V with the def2-TZVPD basis set", "de_lowest_ev": 0.986, "molar_mass_g_mol": 249.28, "e_tot_ev": -34227.6616, "e_lumo_ev": [-3.683, -9.017], "total_charge": 1, "homo_energy_ev": [-13.672, -13.669], "s_squared": 0.753, "gap_ev": [9.99, 4.65], "spin_multiplicity": 2, "symbols": ["C", "C", "S", "C", "N", "O", "H", "H", "H", "H", "H", "H", "H", "H", "H", "O", "H", "H", "O", "H", "H", "O", "H", "H", "O", "H", "H", "O", "H", "H", "O", "H", "H", "O", "H", "H", "O"], "coordinates": [[0.8675, 0.5102, 0.2496], [0.3268, 1.1222, 1.6134], [-0.2723, 2.7889, 1.3219], [-0.0920, -0.6550, -0.0318], [-0.7901, -0.6917, -1.1703], [-0.3470, -1.5397, 0.7547], [1.0110, 1.2272, -0.4585], [1.8900, 0.1217, 0.4598], [-0.5561, 0.5242, 2.0409], [1.1813, 1.1722, 2.3913], [0.6471, 3.3199, 0.5348], [-0.4902, -0.1896, -1.9208], [-1.1954, -1.6258, -1.4515], [-4.0189, 1.0407, 0.2315], [-3.0096, 1.0445, -0.8978], [-3.8010, 1.4669, -0.5938], [1.9209, -3.5152, 1.3406], [3.0696, -2.6846, 0.8364], [2.2495, -3.0445, 0.5547], [-0.0831, -3.2249, -0.3038], [0.8838, -3.5396, -1.5659], [0.0620, -3.2157, -1.2660], [0.1967, -2.1537, 2.3875], [1.0418, -1.9945, 3.6588], [0.6695, -2.6867, 3.0005], [0.2481, 1.9055, -2.5515], [1.4373, 1.8469, -3.5503], [1.1858, 1.9608, -2.5897], [-1.8203, 1.4252, -2.9413], [-2.2465, 2.3213, -1.6856], [-1.5446, 2.1411, -2.3805], [2.8240, 1.4171, -1.1317], [3.1795, 2.6350, -0.0365], [3.5572, 1.9325, -0.6649], [-2.2417, -0.9112, 1.6655], [-3.2016, -0.1775, 2.4609], [-2.7394, -0.0743, 1.6894]]}

***

{"formula": "C10H7B3F4MnO3", "method": "ωB97M-V with the def2-TZVPD basis set", "molar_mass_g_mol": 338.53, "e_tot_ev": -60826.5008, "e_lumo_ev": [-11.937, -11.701], "total_charge": 2, "homo_energy_ev": [-15.866, -15.866], "s_squared": 8.786, "gap_ev": [3.93, 4.17], "spin_multiplicity": 6, "symbols": ["C", "C", "B", "O", "B", "C", "C", "C", "C", "C", "C", "O", "B", "C", "F", "F", "C", "F", "F", "O", "H", "H", "H", "H", "H", "H", "H", "Mn"], "coordinates": [[0.3151, -1.0663, 4.0275], [1.0693, -0.2702, 3.4752], [1.6054, 0.7605, 2.3759], [0.7790, 1.8567, 1.9124], [0.5909, 1.5204, 0.5362], [-0.8370, 1.0867, -0.0510], [-1.1158, 1.0977, -1.5077], [-2.4652, 0.6219, -1.9969], [-3.4694, 0.1531, -0.9582], [-3.2313, 0.1448, 0.5071], [-1.8733, 0.6223, 0.9766], [1.7969, 1.5463, -0.2559], [2.5891, 0.5119, 0.3697], [3.0102, -0.7333, -0.5886], [4.2051, -0.5686, -1.2827], [3.0314, -1.8834, 0.2454], [1.8759, -1.0216, -1.6949], [0.6974, -1.5746, -1.0873], [2.3457, -1.8904, -2.7013], [2.8989, 0.6165, 1.7589], [-0.4101, -1.8451, 4.3902], [-0.2917, 1.4447, -2.1927], [-2.6603, 0.5998, -3.1110], [-4.4755, -0.2411, -1.3096], [-3.9657, -0.2186, 1.2759], [-1.6000, 0.6263, 2.0710], [1.5550, -0.0837, -2.2326], [-1.9699, -1.8127, -2.9517]]}